(1)
{"formula": "C2HClF2O2", "method": "ωB97M-V with the def2-TZVPD basis set", "symbols": ["C", "C", "O", "O", "F", "F", "Cl", "H"], "coordinates": [[-2.852, 0.342, 0.163], [-2.607, -0.933, 0.170], [0.460, 0.890, -0.147], [-0.377, 1.267, 0.805], [-3.510, -1.907, -0.040], [-1.414, -1.479, 0.355], [-3.880, 1.569, 0.032], [0.807, 0.007, 0.099]], "lumo_ev": [-2.58, -2.58], "homo_ev": [-8.6, -8.6], "multiplicity": 1, "relative_energy_ev": 8.7603, "max_force_ev_per_a": 2.8, "gap_ev": [6.0, 6.0], "molar_mass_g_mol": 130.477}

(2)
{"formula": "C4H12N3", "method": "ωB97M-V with the def2-TZVPD basis set", "symbols": ["C", "C", "N", "C", "C", "N", "N", "H", "H", "H", "H", "H", "H", "H", "H", "H", "H", "H", "H"], "coordinates": [[-2.660, -0.235, -0.063], [-1.227, -0.659, 0.182], [-0.313, 0.438, -0.274], [1.158, 0.199, -0.195], [1.976, 1.358, 0.230], [1.447, -1.403, 0.626], [1.727, -0.960, -0.745], [-2.945, 0.588, 0.589], [-2.808, 0.067, -1.098], [-3.333, -1.060, 0.140], [-0.981, -1.571, -0.362], [-1.028, -0.846, 1.237], [-0.525, 1.275, 0.286], [-0.564, 0.656, -1.250], [1.870, 1.566, 1.293], [1.666, 2.248, -0.317], [3.020, 1.166, 0.007], [2.321, -1.333, 1.147], [1.200, -1.493, -1.433]], "lumo_ev": -3.44, "smiles": "CC[NH2+]C1(C)NN1", "homo_ev": -13.8, "multiplicity": 1, "relative_energy_ev": 4.3324, "max_force_ev_per_a": 4.8, "charge": 1, "gap_ev": 10.4, "molar_mass_g_mol": 102.161}

(3)
{"formula": "C73H47Cl3KN13OS", "method": "ωB97M-V with the def2-TZVPD basis set", "symbols": ["K", "C", "C", "C", "C", "C", "N", "C", "N", "C", "C", "C", "C", "C", "C", "C", "C", "N", "C", "N", "C", "N", "C", "N", "C", "N", "C", "C", "C", "C", "C", "C", "C", "C", "C", "C", "C", "C", "N", "C", "C", "H", "H", "H", "H", "H", "H", "H", "H", "H", "H", "H", "H", "H", "H", "H", "H", "C", "C", "C", "C", "N", "C", "C", "C", "C", "C", "C", "N", "H", "H", "H", "H", "H", "H", "H", "H", "C", "C", "C", "C", "C", "C", "C", "C", "C", "C", "C", "C", "C", "C", "C", "N", "H", "H", "H", "H", "H", "H", "H", "H", "H", "H", "Cl", "C", "C", "C", "C", "C", "C", "N", "C", "C", "N", "C", "O", "C", "C", "C", "Cl", "S", "C", "C", "C", "Cl", "C", "H", "H", "H", "H", "H", "H", "H", "H", "H", "H", "H", "H", "H"], "coordinates": [[1.379, 0.140, 1.344], [0.643, -5.221, -2.127], [1.831, -4.822, -2.743], [2.667, -3.887, -2.147], [2.294, -3.369, -0.917], [2.921, -2.416, 0.016], [2.121, -2.234, 1.083], [1.038, -3.021, 0.967], [0.110, -3.246, 1.887], [-0.012, -2.506, 2.986], [-0.758, -2.981, 4.160], [-1.412, -4.168, 4.445], [-1.965, -4.322, 5.710], [-1.841, -3.313, 6.669], [-1.175, -2.129, 6.388], [-0.652, -1.957, 5.116], [0.150, -0.906, 4.477], [0.509, 0.199, 5.120], [1.532, 0.950, 4.718], [2.398, 0.654, 3.732], [3.461, 1.474, 3.814], [4.634, 1.360, 3.201], [4.884, 0.478, 2.241], [4.008, -0.195, 1.469], [4.681, -1.086, 0.724], [4.167, -1.982, -0.119], [6.123, -0.967, 0.974], [7.232, -1.694, 0.567], [8.469, -1.370, 1.105], [8.598, -0.337, 2.039], [7.489, 0.375, 2.470], [6.252, 0.049, 1.935], [3.239, 2.466, 4.874], [3.983, 3.541, 5.329], [3.472, 4.298, 6.374], [2.245, 3.970, 6.954], [1.501, 2.887, 6.505], [2.002, 2.135, 5.454], [0.469, -1.275, 3.222], [1.095, -3.763, -0.304], [0.261, -4.691, -0.902], [0.012, -5.952, -2.620], [2.100, -5.250, -3.703], [3.588, -3.565, -2.617], [-1.475, -4.947, 3.695], [-2.494, -5.232, 5.965], [-2.261, -3.475, 7.656], [-1.053, -1.355, 7.136], [7.128, -2.508, -0.140], [9.348, -1.933, 0.811], [9.579, -0.104, 2.438], [7.575, 1.155, 3.217], [4.939, 3.770, 4.873], [4.025, 5.153, 6.746], [1.871, 4.577, 7.772], [0.554, 2.631, 6.964], [-0.666, -4.976, -0.422], [-2.953, 0.163, 3.581], [-3.094, 1.522, 3.818], [-2.709, 2.421, 2.838], [-2.196, 1.937, 1.633], [-2.056, 0.629, 1.411], [-2.417, -0.225, 2.362], [-1.780, 2.866, 0.543], [-2.557, 4.015, 0.308], [-2.126, 4.892, -0.720], [-1.014, 4.626, -1.437], [-0.193, 3.375, -1.173], [-0.694, 2.518, -0.099], [-3.236, -0.573, 4.322], [-3.496, 1.877, 4.760], [-2.789, 3.487, 3.000], [-2.271, -1.278, 2.130], [-3.468, 4.208, 0.860], [-2.696, 5.796, -0.921], [-0.664, 5.288, -2.224], [0.825, 3.650, -0.921], [-1.547, 1.433, -4.104], [-0.473, 1.301, -4.969], [0.760, 1.796, -4.597], [0.970, 2.422, -3.360], [-0.138, 2.578, -2.487], [-1.373, 2.077, -2.895], [2.360, 2.899, -3.112], [3.078, 3.467, -4.198], [4.336, 3.955, -4.003], [4.909, 3.909, -2.719], [6.169, 4.459, -2.405], [6.651, 4.394, -1.127], [5.904, 3.759, -0.116], [4.679, 3.217, -0.391], [4.142, 3.290, -1.696], [2.900, 2.790, -1.917], [-2.518, 1.030, -4.375], [-0.594, 0.799, -5.923], [1.600, 1.667, -5.271], [-2.214, 2.204, -2.223], [2.614, 3.534, -5.172], [4.898, 4.391, -4.822], [6.741, 4.944, -3.189], [7.610, 4.837, -0.885], [6.306, 3.682, 0.884], [4.096, 2.729, 0.378], [-5.713, -5.982, 1.353], [-5.689, -4.769, 0.118], [-4.801, -4.878, -0.940], [-4.805, -3.904, -1.922], [-5.681, -2.824, -1.871], [-5.621, -1.756, -2.936], [-4.647, -0.637, -2.506], [-3.327, -1.142, -2.247], [-2.362, -1.408, -3.193], [-1.306, -1.937, -2.511], [-1.605, -2.010, -1.177], [-2.813, -1.541, -1.050], [-5.200, -2.340, -4.157], [-5.934, -1.921, -5.289], [-5.672, -0.484, -5.632], [-6.561, 0.538, -5.462], [-8.185, 0.416, -4.915], [-5.901, 2.078, -5.893], [-4.397, 1.343, -6.302], [-4.426, -0.001, -6.118], [-6.547, -2.737, -0.786], [-7.647, -1.400, -0.644], [-6.563, -3.700, 0.211], [-4.107, -5.705, -0.986], [-4.117, -3.966, -2.754], [-6.610, -1.305, -3.061], [-5.034, -0.159, -1.606], [-4.594, 0.106, -3.303], [-2.521, -1.196, -4.235], [-0.348, -2.260, -2.887], [-3.351, -1.442, -0.119], [-7.006, -2.079, -5.134], [-5.595, -2.568, -6.099], [-3.583, 1.964, -6.638], [-3.582, -0.648, -6.311], [-7.240, -3.611, 1.048]], "lumo_ev": 2.95, "homo_ev": -0.8, "multiplicity": 1, "max_force_ev_per_a": 1.5, "charge": -2, "gap_ev": 3.8, "molar_mass_g_mol": 1299.793}

(4)
{"formula": "C3H4NO", "method": "ωB97M-V with the def2-TZVPD basis set", "symbols": ["C", "C", "C", "N", "O", "H", "H", "H", "H"], "coordinates": [[0.252, -0.398, -0.588], [1.321, 0.313, -0.835], [-1.089, -0.601, -0.123], [-0.321, -1.636, -0.628], [-1.163, 0.463, 1.834], [2.236, -0.095, -1.343], [1.200, 1.438, -0.653], [-0.363, 0.730, 2.365], [-2.073, -0.212, -0.028]], "lumo_ev": [4.59, 4.59], "homo_ev": [-3.4, -3.4], "multiplicity": 1, "relative_energy_ev": 0.9214, "max_force_ev_per_a": 4.3, "charge": -1, "gap_ev": [8.0, 8.0], "molar_mass_g_mol": 70.071}

(5)
{"formula": "CHLiO3Zn", "method": "ωB97M-V with the def2-TZVPD basis set", "symbols": ["O", "C", "H", "O", "O", "Li", "Zn"], "coordinates": [[-1.526, -0.136, -1.139], [-0.815, -0.795, -1.757], [0.562, -0.601, -0.127], [1.306, 0.086, 1.226], [1.518, -0.486, 0.190], [0.061, 1.470, 0.417], [-1.106, 0.462, 1.190]], "lumo_ev": [-14.60, -12.18], "homo_ev": [-22.4, -21.2], "multiplicity": 1, "relative_energy_ev": 0.8492, "max_force_ev_per_a": 8.2, "charge": 2, "gap_ev": [7.8, 9.0], "molar_mass_g_mol": 133.347}

(6)
{"formula": "C14H10Cl2FNNa", "method": "ωB97M-V with the def2-TZVPD basis set", "symbols": ["Cl", "C", "N", "F", "C", "Cl", "C", "C", "C", "H", "H", "H", "C", "Na", "C", "C", "C", "C", "C", "C", "C", "C", "H", "H", "H", "H", "H", "H", "H"], "coordinates": [[-1.218, -3.203, 0.675], [0.178, -2.873, -0.345], [0.041, -1.997, -1.353], [-1.230, -1.015, -1.429], [1.096, -1.657, -2.136], [0.877, -0.512, -3.360], [2.331, -2.267, -1.937], [2.483, -3.212, -0.920], [1.385, -3.518, -0.110], [3.150, -1.976, -2.590], [3.444, -3.706, -0.766], [1.434, -4.244, 0.698], [-0.649, 1.840, 2.395], [-0.460, -1.576, 2.527], [0.507, 0.477, 0.966], [-0.875, 0.276, 0.778], [-1.504, 1.448, 1.341], [0.531, 1.804, 1.587], [0.615, 3.003, 0.777], [-0.593, 3.394, 0.187], [-2.958, 2.513, -0.357], [-1.778, 2.542, 0.340], [-0.840, 2.189, 3.400], [1.359, -0.041, 0.510], [-1.367, -0.462, 0.172], [1.566, 3.518, 0.641], [-0.689, 4.262, -0.473], [-3.180, 3.274, -1.099], [-3.658, 1.717, -0.119]], "lumo_ev": 1.64, "homo_ev": -1.6, "multiplicity": 1, "relative_energy_ev": 0.6913, "max_force_ev_per_a": 7.8, "charge": -1, "gap_ev": 3.2, "molar_mass_g_mol": 305.135}

(7)
{"formula": "C18H22Cl6N2O4", "method": "ωB97M-V with the def2-TZVPD basis set", "symbols": ["O", "N", "O", "C", "C", "C", "C", "C", "C", "H", "H", "H", "H", "H", "O", "N", "O", "C", "C", "C", "C", "C", "C", "H", "H", "H", "H", "H", "Cl", "C", "C", "Cl", "H", "H", "H", "H", "Cl", "C", "C", "Cl", "H", "H", "H", "H", "Cl", "C", "C", "Cl", "H", "H", "H", "H"], "coordinates": [[16.556, 12.470, -4.808], [16.563, 12.472, -3.592], [16.011, 11.611, -2.922], [17.217, 13.542, -2.850], [17.751, 14.607, -3.562], [18.502, 15.567, -2.887], [18.794, 15.376, -1.544], [18.145, 14.389, -0.817], [17.401, 13.425, -1.470], [17.555, 14.782, -4.611], [18.904, 16.381, -3.475], [19.360, 16.125, -1.006], [18.298, 14.296, 0.247], [16.908, 12.589, -0.994], [13.660, 10.999, 0.091], [14.502, 10.270, -0.385], [14.284, 9.403, -1.213], [15.900, 10.413, 0.061], [16.150, 11.073, 1.248], [17.458, 11.207, 1.724], [18.480, 10.640, 0.988], [18.225, 9.951, -0.197], [16.911, 9.758, -0.611], [15.387, 11.522, 1.870], [17.613, 11.820, 2.599], [19.530, 10.742, 1.238], [19.001, 9.443, -0.751], [16.709, 9.204, -1.517], [12.736, 16.703, -0.515], [14.295, 16.566, 0.389], [14.805, 15.142, 0.167], [15.877, 14.699, 1.524], [14.026, 16.718, 1.429], [15.017, 17.279, 0.006], [15.311, 15.121, -0.798], [14.004, 14.412, 0.084], [20.161, 16.828, 1.384], [21.693, 16.064, 0.904], [22.381, 16.780, -0.226], [23.115, 18.324, 0.268], [21.560, 15.019, 0.609], [22.267, 15.943, 1.822], [21.646, 17.082, -0.970], [23.128, 16.157, -0.712], [14.569, 20.576, -2.104], [15.640, 20.228, -3.486], [16.363, 18.908, -3.330], [15.264, 17.542, -3.366], [16.378, 21.023, -3.387], [15.096, 20.297, -4.422], [16.896, 18.854, -2.383], [17.068, 18.816, -4.157]], "lumo_ev": -0.64, "smiles": "O=[N+]([O-])c1ccccc1.O=[N+]([O-])c1ccccc1.ClCCCl.ClCCCl.ClCCCl", "homo_ev": -10.1, "multiplicity": 1, "relative_energy_ev": 0.0763, "max_force_ev_per_a": 1.4, "gap_ev": 9.4, "molar_mass_g_mol": 543.102}

(8)
{"formula": "C6H8ClNO", "method": "ωB97M-V with the def2-TZVPD basis set", "symbols": ["C", "C", "C", "C", "C", "C", "N", "O", "Cl", "H", "H", "H", "H", "H", "H", "H", "H"], "coordinates": [[-1.420, -0.106, 1.063], [-0.390, 0.575, 1.523], [-0.773, -0.615, -1.228], [-1.640, -0.568, -0.240], [0.932, 0.958, 0.858], [1.417, -0.055, -0.150], [2.077, 0.460, -1.296], [-2.880, -1.251, -0.350], [1.906, -1.536, 0.417], [-2.262, -0.282, 1.730], [-0.418, 0.841, 2.639], [-0.807, -0.725, -2.224], [1.121, 1.923, 0.312], [1.630, 0.820, 1.810], [2.274, 1.431, -1.537], [2.069, -0.266, -2.022], [-2.838, -1.603, -1.305]], "lumo_ev": [0.36, 0.25], "homo_ev": [-7.8, -7.2], "multiplicity": 1, "relative_energy_ev": 4.5502, "max_force_ev_per_a": 5.6, "gap_ev": [8.1, 7.4], "molar_mass_g_mol": 145.589}

Look up the multiplicity of the third one. 1